Entry 1:
Density functional theory data (ωB97M-V with the def2-TZVPD basis set) for an isolated molecule of C24H35NO2.

- Max |F|: 0.53 eV/Å
- LUMO level: 0.0245 hartree
- HOMO-LUMO gap: 9.14 eV

XYZ file:
```
62
Properties=species:S:1:pos:R:3:mulliken_charge:R:1
C -3.289 -3.884 -0.607 -0.7337
H -3.770 -4.180 0.331 0.3152
O -3.916 -2.764 -1.180 -0.4555
C -3.910 -1.588 -0.488 0.6854
C -3.344 -1.411 0.767 -0.3160
C -3.378 -0.168 1.392 -0.0775
C -4.011 0.892 0.759 -0.4178
C -4.581 0.717 -0.492 -0.7327
C -4.529 -0.509 -1.120 -0.6588
H -4.966 -0.663 -2.093 0.4536
H -5.072 1.546 -0.979 0.3830
H -4.069 1.854 1.246 0.4436
C -2.741 0.012 2.741 -1.7797
H -2.823 -0.923 3.302 0.3935
H -3.296 0.787 3.276 0.7305
C -1.244 0.422 2.706 2.4404
C -0.428 -0.610 1.919 -1.3509
C 1.002 -0.152 1.650 -0.9117
N 0.990 1.108 0.936 0.7120
C 0.377 2.138 1.750 -1.2193
C -1.082 1.787 2.029 -1.0192
H -1.519 2.563 2.661 0.3383
H -1.612 1.767 1.076 0.4332
H 0.412 3.081 1.196 0.5230
H 0.923 2.289 2.699 0.3323
C 2.313 1.473 0.465 -1.7887
C 2.771 0.539 -0.615 1.0813
C 3.951 -0.071 -0.644 -1.2070
C 4.332 -0.924 -1.822 -1.0590
C 3.180 -0.956 -2.825 -0.2740
H 3.411 -1.584 -3.688 0.4710
C 1.886 -1.230 -2.045 -1.1664
H 1.067 -1.582 -2.665 0.3277
H 1.978 -1.874 -1.172 0.3544
C 1.850 0.286 -1.774 -0.1491
H 0.889 0.781 -1.660 0.6670
C 2.643 0.470 -3.099 1.8776
C 3.638 1.619 -3.202 -2.0575
H 4.248 1.716 -2.310 0.3997
H 3.104 2.556 -3.350 0.4212
H 4.294 1.462 -4.056 0.4115
C 1.732 0.524 -4.323 -1.6384
H 1.012 -0.288 -4.336 0.3223
H 1.184 1.464 -4.337 0.3941
H 2.329 0.463 -5.232 0.4126
H 5.240 -0.531 -2.288 0.4490
H 4.559 -1.941 -1.486 0.4548
H 4.679 0.039 0.148 0.4389
H 2.244 2.482 0.041 0.3263
H 3.056 1.499 1.284 0.2764
H 1.503 -0.892 1.022 0.4797
H 1.573 -0.076 2.594 0.2500
H -0.908 -0.760 0.951 0.3273
H -0.409 -1.563 2.453 0.4281
C -0.747 0.478 4.168 -1.3875
H 0.314 0.731 4.196 0.3891
O -1.368 1.463 4.956 -0.5655
H -2.306 1.256 5.030 0.3797
H -0.869 -0.515 4.627 0.4839
H -2.875 -2.236 1.281 0.4343
H -2.224 -3.703 -0.429 0.2722
H -3.400 -4.688 -1.334 0.2516
```

Entry 2:
Density functional theory data (ωB97M-V with the def2-TZVPD basis set) for a cluster of 8 separate species, C24H36BNO24PS in total in a non-equilibrium geometry.

- Max |F|: 1.73 eV/Å
- LUMO level: 0.0746 hartree
- Net charge: -1
- HOMO-LUMO gap: 6.84 eV

XYZ file:
```
88
Properties=species:S:1:pos:R:3:mulliken_charge:R:1
C -4.342 2.416 0.632 -0.9200
B -3.415 2.255 -0.649 0.5060
O -3.675 3.013 -1.758 -0.5752
C -2.181 1.268 -0.620 1.1399
N -1.222 1.646 0.445 0.0489
P -0.720 0.601 1.608 0.4939
S 1.035 1.201 2.281 -0.3699
C -1.461 1.088 -2.004 0.2873
O -0.233 1.315 -2.069 -0.6883
O -2.240 0.660 -2.875 -0.7703
H -3.916 1.939 1.515 0.1402
H -4.555 3.464 0.856 0.2622
H -5.295 1.910 0.434 0.3878
H -4.598 3.262 -1.841 0.2833
H -2.562 0.272 -0.403 -1.0770
H -1.403 2.550 0.865 0.3427
H -0.619 -0.643 0.985 -0.0751
H -1.543 0.468 2.721 -0.0463
C -3.919 2.972 6.512 -0.2379
C -4.491 3.683 5.300 -0.3417
O -3.875 2.975 4.219 -0.2259
C -3.516 1.753 4.653 0.5921
O -3.096 0.877 3.964 -0.5589
O -3.664 1.657 5.997 -0.4013
H -4.610 2.920 7.349 0.3102
H -2.979 3.413 6.838 0.1545
H -5.574 3.560 5.226 0.3146
H -4.230 4.734 5.262 0.2809
C 2.568 0.819 -0.980 0.6182
C 3.169 1.900 -1.852 -0.2976
O 4.580 1.596 -1.792 -0.3802
C 4.716 0.296 -1.481 0.7217
O 5.751 -0.307 -1.524 -0.6179
O 3.540 -0.248 -1.134 -0.3808
H 1.581 0.500 -1.312 0.0811
H 2.507 1.106 0.070 -0.3983
H 2.846 1.830 -2.891 0.2409
H 2.989 2.904 -1.483 0.3219
C 4.777 -2.818 -4.039 -0.1583
C 3.338 -3.119 -3.667 -0.1299
O 2.689 -3.086 -4.950 -0.2924
C 3.609 -3.334 -5.900 0.5811
O 3.355 -3.543 -7.048 -0.5663
O 4.852 -3.318 -5.385 -0.3325
H 5.507 -3.320 -3.413 0.2909
H 4.987 -1.749 -4.046 0.2009
H 3.216 -4.118 -3.246 0.2187
H 2.896 -2.386 -2.998 0.1525
C 0.583 4.730 3.969 0.0520
C 1.237 4.856 5.331 -0.0414
O 0.198 5.490 6.107 -0.3679
C -0.984 5.238 5.511 0.6160
O -2.050 5.508 5.986 -0.5818
O -0.812 4.658 4.319 -0.2497
H 0.896 3.837 3.437 -0.1021
H 0.726 5.611 3.342 0.2674
H 1.458 3.882 5.769 0.0594
H 2.132 5.470 5.340 0.3071
C 3.060 -0.828 6.397 -0.3823
C 1.898 0.060 6.812 -0.3013
O 2.260 1.313 6.231 -0.2761
C 3.093 1.076 5.181 0.6221
O 3.403 1.887 4.377 -0.4553
O 3.488 -0.217 5.182 -0.3300
H 2.780 -1.861 6.210 0.3021
H 3.881 -0.796 7.116 0.2553
H 0.951 -0.266 6.378 0.2543
H 1.791 0.168 7.888 0.2840
C 0.323 -5.636 -8.686 -0.2685
C 1.443 -4.794 -9.268 -0.1045
O 1.692 -5.462 -10.517 -0.3260
C 0.585 -6.141 -10.875 0.6541
O 0.415 -6.662 -11.932 -0.5414
O -0.313 -6.155 -9.861 -0.3396
H -0.393 -5.070 -8.098 0.2820
H 0.699 -6.473 -8.095 0.2558
H 1.126 -3.771 -9.476 0.1980
H 2.338 -4.774 -8.659 0.2158
C -3.217 -4.084 -1.319 -0.3723
C -2.239 -3.111 -1.961 -0.3814
O -2.550 -1.901 -1.282 -0.1132
C -3.124 -2.184 -0.106 0.5187
O -3.343 -1.375 0.739 -0.4515
O -3.414 -3.509 -0.020 -0.4167
H -2.835 -5.097 -1.218 0.2990
H -4.178 -4.105 -1.837 0.2621
H -1.199 -3.370 -1.755 0.2584
H -2.373 -2.973 -3.029 0.3090
```

Entry 3:
Density functional theory data (ωB97M-V with the def2-TZVPD basis set) for a structure of composition C24H36CrF6O30P3 in a non-equilibrium geometry.

- 2S+1: 5
- Max |F|: 6.56 eV/Å
- LUMO level (alpha / beta): 0.0315 / 0.0278 hartree
- Net charge: -1
- HOMO-LUMO gap (alpha / beta): 7.01 / 8.01 eV

XYZ file:
```
100
Properties=species:S:1:pos:R:3:mulliken_charge:R:1
Cr -1.935 0.674 -0.175 -0.6399
P 0.059 -0.166 0.526 2.3940
O -0.966 -1.021 -0.275 -0.8122
O -0.887 0.232 1.571 -0.9794
O 0.027 1.075 -0.378 -0.5258
O 1.343 -0.890 1.045 -0.4297
C 1.394 3.000 1.625 0.6904
C 2.198 2.672 2.819 1.2449
O 2.153 3.946 3.540 -0.3786
C 1.488 4.916 2.842 0.5514
O 1.302 6.101 3.226 -0.6594
O 1.187 4.402 1.684 -0.3022
F 3.383 2.541 2.425 -0.3574
H 0.370 2.626 1.652 -0.5418
H 1.872 2.598 0.732 -0.2214
H 1.972 1.768 3.384 -0.2249
C 1.534 -1.952 -2.023 2.0899
C 1.784 -0.746 -2.833 0.7218
O 1.803 -1.382 -4.088 -0.4248
C 2.341 -2.565 -4.019 0.6426
O 2.958 -3.104 -4.953 -0.6716
O 2.236 -2.886 -2.807 -0.5046
F 2.960 -0.190 -2.532 -0.2982
H 0.482 -2.213 -1.906 -1.1072
H 1.949 -2.002 -1.016 -0.5864
H 1.002 -0.008 -2.658 0.1450
C 0.410 4.483 -2.227 -0.1306
C 1.257 3.333 -2.558 1.5686
O 2.544 3.791 -2.298 -0.3662
C 2.498 5.004 -1.853 0.6413
O 3.472 5.622 -1.547 -0.5533
O 1.236 5.418 -1.635 -0.3147
F 1.091 2.979 -3.810 -0.3685
H -0.383 4.086 -1.593 0.0372
H -0.138 4.836 -3.101 0.2565
H 0.915 2.445 -2.025 -0.7197
C 1.335 -3.738 1.737 0.5720
C 0.047 -3.849 1.095 1.1714
O -0.724 -4.613 2.009 -0.4476
C 0.130 -5.395 2.650 0.5587
O -0.275 -6.179 3.443 -0.5529
O 1.446 -4.946 2.413 -0.4636
F 0.257 -4.448 0.003 -0.3161
H 1.357 -2.824 2.331 -0.5345
H 2.170 -3.609 1.048 0.2136
H -0.422 -2.883 0.911 -0.2964
C 4.209 -0.223 -0.099 0.4421
C 4.573 -0.651 1.283 1.1792
O 5.209 0.495 1.723 -0.3612
C 5.726 1.127 0.657 0.5004
O 6.269 2.248 0.599 -0.6069
O 5.291 0.587 -0.459 -0.3552
F 5.456 -1.708 1.083 -0.3868
H 3.374 0.477 -0.080 -0.4220
H 3.931 -1.072 -0.724 0.2656
H 3.853 -0.906 2.060 -0.1657
C 1.214 -0.670 4.194 0.7127
C -0.139 -1.303 4.321 0.7587
O -0.833 -0.308 5.088 -0.3846
C -0.020 0.396 5.795 0.6333
O -0.262 1.050 6.800 -0.6345
O 1.225 0.135 5.364 -0.4301
F -0.115 -2.411 5.008 -0.3736
H 1.099 0.103 3.435 -0.8224
H 2.077 -1.334 4.152 0.3478
H -0.553 -1.449 3.323 0.1272
C -2.891 -6.309 -3.069 -0.6794
O -3.034 -5.696 -4.264 -0.2595
P -3.708 -4.242 -4.450 0.8508
O -5.211 -4.167 -4.229 -0.6866
O -2.783 -3.070 -3.658 -0.1782
C -1.394 -3.184 -3.689 -0.9865
O -3.246 -3.873 -5.975 -0.4017
C -3.401 -2.528 -6.434 -0.6954
H -3.773 -6.853 -2.731 0.3129
H -2.646 -5.722 -2.184 0.2502
H -2.083 -7.041 -3.096 0.2878
H -1.086 -2.631 -2.802 0.2636
H -1.080 -2.640 -4.580 0.3213
H -0.923 -4.102 -4.040 0.5669
H -2.387 -2.187 -6.642 0.2697
H -3.692 -1.809 -5.669 0.2930
H -3.988 -2.284 -7.319 0.3072
C -1.739 4.979 1.708 -0.1259
O -2.946 4.400 2.374 -0.3238
P -3.496 3.039 1.671 0.3178
O -2.639 2.491 0.601 0.3493
O -3.893 1.898 2.782 -0.2653
C -2.929 1.603 3.823 -0.2067
O -5.007 3.412 1.118 -0.3490
C -5.337 3.635 -0.256 -0.5941
H -1.044 5.483 2.379 0.2459
H -2.060 5.808 1.077 0.2856
H -1.173 4.217 1.173 -0.2318
H -2.956 0.527 3.995 0.3030
H -2.993 2.269 4.683 0.3782
H -1.918 1.819 3.478 -0.1949
H -5.806 2.699 -0.560 0.2603
H -4.536 4.055 -0.864 0.2468
H -6.021 4.483 -0.282 0.2745
```